Record 1
Density functional theory data (ωB97M-V with the def2-TZVPD basis set) for 7 unconnected molecules or ions with the total composition C23H47NO18 in a non-equilibrium geometry.

```
! RIJCOSX wB97M-V def2-TZVPD def2/J DEFGRID3
* xyz 0 1
O 16.4863 14.7728 18.5676
O 14.8176 13.3191 18.1667
O 3.4419 15.3552 22.5335
O 8.4002 14.2999 18.9650
O 7.3185 13.6627 24.8004
O 14.4983 18.8861 18.0611
O 4.7654 13.6238 30.2104
O 6.4167 11.9741 23.4159
O 14.5262 15.4978 18.6018
O 8.0667 15.4870 29.8505
O 13.7786 18.0463 20.0014
O 7.9343 17.3286 27.6174
O 4.4182 16.8864 23.9980
O 5.8347 12.1547 25.5308
O 5.2073 16.2431 21.9006
O 15.9444 18.7323 19.6922
O 10.0821 15.7814 18.3618
O 7.9032 15.9285 17.5806
N 10.7899 16.5196 23.6090
C 9.1735 13.3987 19.7463
C 17.5622 13.8325 18.1787
C 9.0419 17.0585 28.4137
C 8.9957 15.5333 28.8215
C 8.3597 14.1107 23.9391
C 8.2472 17.4823 26.2053
C 4.2923 16.2602 22.8907
C 6.4463 16.8580 22.2371
C 2.3765 14.9044 23.3567
C 8.9168 15.3566 18.3273
C 6.5118 12.6176 24.4795
C 10.6658 17.1943 22.6356
C 13.1022 15.4560 18.3937
C 15.2012 14.4538 18.3975
C 6.8745 14.7284 29.4846
C 5.7573 14.7075 30.5176
C 3.5696 13.8767 30.9079
C 10.5128 17.9535 21.3373
C 13.2366 19.0173 17.4900
C 14.7047 18.4773 19.2859
C 16.6712 18.4102 20.8688
C 5.9996 12.6322 26.8951
C 8.3448 16.5157 16.3863
H 13.2899 19.8327 16.7686
H 3.2735 14.9186 30.7858
H 2.6979 14.6086 24.3553
H 9.2772 16.0868 16.0194
H 17.0335 17.3828 20.9029
H 12.8314 15.8286 17.4058
H 5.2169 15.6523 30.5761
H 10.2129 13.3164 19.4285
H 8.3489 17.6057 16.3940
H 18.6030 14.0579 18.4112
H 7.2666 16.1417 22.2818
H 9.9634 17.4396 27.9736
H 6.4143 15.1001 28.5691
H 12.4356 19.2035 18.2054
H 9.0546 14.7529 24.4803
H 8.8786 13.2098 23.6119
H 5.3745 12.0711 27.5898
H 12.7111 14.4408 18.3252
H 13.0063 18.0995 16.9489
H 6.1598 14.4007 31.4829
H 17.6390 13.7644 17.0936
H 5.6549 13.6662 26.9052
H 16.0414 18.6178 21.7339
H 6.4571 17.3738 23.1972
H 11.0224 17.3660 20.5736
H 8.0023 14.6172 23.0425
H 8.8828 14.8529 27.9775
H 8.9589 13.6832 20.7764
H 7.7325 16.1757 15.5511
H 8.5643 18.5206 26.1079
H 1.9109 14.0427 22.8784
H 17.3975 12.8007 18.4894
H 7.0871 13.6735 29.3111
H 17.5353 19.0707 20.9411
H 9.9516 15.3229 29.3012
H 3.5018 13.6189 31.9647
H 12.5552 16.0592 19.1182
H 7.0366 12.7136 27.2209
H 8.7996 12.3884 19.5798
H 9.0461 16.8590 25.8037
H 9.4406 17.9985 21.1464
H 1.6387 15.6809 23.5585
H 8.9113 17.7806 29.2197
H 7.3395 17.2795 25.6368
H 6.6090 17.6273 21.4822
H 10.9062 18.9503 21.5368
H 2.8123 13.2606 30.4231
*
```

Its structure (SMILES) is COC(=O)OC.COC(=O)OC.COC(=O)OC.COC(=O)OC.COC(=O)OC.COCCOCCOC.CC#N. As for the orbital gap: 0.3478 hartree. The calculation puts the energy at -2313.4577 Ha. The calculation puts the energy relative to the best compared isomer or geometry (same formula, charge and spin) at 0.000 eV. Its LUMO energy is 0.43 eV.

---

Record 2
Density functional theory data (ωB97M-V with the def2-TZVPD basis set) for a molecular structure, C23H47NO2RuS2Si2 in a non-equilibrium geometry.

```
! RIJCOSX wB97M-V def2-TZVPD def2/J DEFGRID3
* xyz 1 6
Ru -1.6880 -0.5795 1.1207
S -1.5604 -4.1669 3.4926
S -1.2850 -1.0476 3.3910
Si -3.7504 0.3382 1.9764
Si -0.7231 1.8834 -1.8764
O 2.4760 1.3576 -2.0856
O 2.9988 1.0517 0.4767
N -0.9175 -2.6804 1.4416
C -1.5661 -5.4738 -0.8464
C 2.9288 0.5617 -3.2016
C 4.6095 -0.6340 1.3131
C -2.1455 -6.0542 1.4531
C -1.0085 -4.2662 -0.4383
C -1.1161 -2.6086 2.7590
C -1.0427 -3.9640 0.9192
C -4.0554 0.4927 3.8426
C 4.7047 2.3580 -1.7829
C 3.2391 -0.3414 0.7464
C 2.4122 1.8842 1.4903
C -5.0826 1.2367 0.9662
C -0.4161 3.4594 -0.8825
C 1.3586 1.2082 2.3315
C 3.2288 2.5896 -1.9608
C 3.8289 -0.5625 -2.7515
C 0.1647 0.5210 -0.8801
C -2.1147 1.2702 1.5232
C -2.1616 -6.3465 0.0813
C -1.5407 -4.8791 1.8797
C -0.1210 2.1329 -3.6457
C -2.5813 1.7039 -2.1275
C -3.8985 -1.5286 1.5185
H 5.1425 1.9561 -2.7045
H 1.3109 0.7918 -0.7889
H -3.1300 1.3968 -1.2328
H -0.3998 1.2683 -4.2642
H -1.6729 1.7809 2.3994
H 1.7647 0.4785 3.0413
H -6.0929 0.8690 1.1878
H -0.2651 0.4050 0.1342
H 2.4506 -0.7386 1.3943
H -5.0596 2.3065 1.2069
H 0.6574 3.6392 -0.7459
H -3.9299 -2.2257 2.3565
H 4.7186 -0.1708 -2.2465
H -2.2028 2.0215 0.7174
H 4.6683 -1.6960 1.5611
H -2.7782 0.9611 -2.9121
H 4.7946 -0.0604 2.2240
H -0.8336 4.3209 -1.4249
H 2.0379 0.1772 -3.7174
H 3.0369 3.1876 -2.8768
H -5.0535 0.9285 4.0056
H 3.3058 -1.2470 -2.0773
H 3.2263 2.2928 2.1043
H 3.1025 -0.7942 -0.2470
H 0.7805 1.9484 2.8950
H 1.9821 2.7272 0.9261
H 0.6249 0.6678 1.7304
H -0.6032 3.0221 -4.0793
H 2.7840 3.1275 -1.1087
H -3.3209 -1.9909 0.6857
H 0.9634 2.2656 -3.7221
H 5.3682 -0.4157 0.5557
H 3.4739 1.2174 -3.8998
H 4.8918 1.6747 -0.9476
H -4.0223 -0.4693 4.3743
H -3.3234 1.1662 4.3059
H -0.8776 3.4253 0.1104
H 0.0881 -0.4349 -1.4287
H -2.6176 -7.2734 -0.2714
H -4.9213 1.1283 -0.1128
H -0.5499 -3.5414 -1.1107
H 5.1740 3.3189 -1.5613
H -4.9145 -1.4021 1.1172
H 4.1545 -1.1286 -3.6267
H -2.9967 2.6619 -2.4693
H -2.5844 -6.7092 2.1967
H -1.5274 -5.7509 -1.8972
*
```

As for the orbital gap (alpha / beta): 0.2718 / 0.2186 hartree. The calculation puts the energy at -2579.6611 Ha. The calculation puts the energy relative to the best compared isomer or geometry (same formula, charge and spin) at 0.000 eV. Its LUMO energy (alpha / beta) is -2.91 / -5.68 eV.

---

Record 3
Density functional theory data (ωB97M-V with the def2-TZVPD basis set) for a molecular structure, C23H47O11PbS5 in a non-equilibrium geometry.

```
! RIJCOSX wB97M-V def2-TZVPD def2/J DEFGRID3
* xyz 1 1
Pb -0.5438 0.1725 -0.0778
S 3.2813 -0.3306 0.3545
S -2.3475 3.6881 0.0579
S -0.2605 0.4533 3.8692
S 0.2415 -3.2598 1.2255
S -0.0044 -2.5287 -3.0404
O -1.4505 2.5729 0.4100
O -0.7332 -2.2001 1.1319
O 1.2663 -2.8747 -3.6799
O -0.3637 0.4846 2.4178
O -1.9054 5.0505 0.1734
O -0.0033 -1.7512 -1.8039
O 4.0049 -0.7672 1.5199
O 0.2130 1.5126 -2.0300
O -0.6030 -0.7333 4.6229
O 1.0705 -3.5580 0.0904
O 1.8192 -0.2839 0.4366
C 0.9498 2.3738 -2.8928
C -3.9330 3.5633 0.9953
C -0.6343 -4.7591 1.7612
C -1.0851 -3.9856 -2.9109
C 0.5881 -3.9598 3.7544
C 0.1442 3.6239 -3.1736
C 3.9093 1.2021 -0.4782
C 0.1054 2.6214 5.4059
C 3.6788 -1.4824 -1.0614
C -2.4398 -3.2966 -2.8738
C -5.0486 3.2680 -0.0531
C -1.0463 1.8758 4.7320
C -3.1067 3.4399 -1.5965
C -4.5514 3.8265 -1.3797
C -2.4961 -2.1649 -3.9035
C 1.2795 1.6589 5.6405
C 1.4449 0.8197 4.3659
C 4.8504 0.6889 -1.5706
C 1.3864 1.7131 -4.1706
C 0.1299 -5.2071 3.0117
C -1.0932 -1.7309 -4.2654
C 1.2622 -3.0407 2.7225
C 4.2879 -0.5996 -2.1318
H -0.7426 -4.5591 -2.0526
H 1.9791 0.7985 -4.0660
H 1.2538 -4.1404 4.5966
H -5.2498 2.1992 -0.1572
H 1.9293 -0.1076 4.6639
H 1.9848 1.4196 3.6364
H -0.4912 -5.8456 3.6374
H 1.0343 -5.7616 2.7514
H -2.9370 2.4016 -1.8794
H 1.7915 2.7027 -2.2679
H -3.2406 -4.0393 -2.8829
H 0.6787 4.3581 -3.7823
H -3.8651 2.7616 1.7265
H -0.8788 -4.5103 -3.8443
H -5.1313 3.5268 -2.2526
H -0.7370 -2.0699 -5.2360
H -0.3051 -3.4809 4.1644
H 4.2690 1.8925 0.2793
H -4.5951 4.9173 -1.3310
H 3.4800 -0.3777 -2.8373
H -2.5663 4.1139 -2.2577
H -1.6853 -4.5958 1.9916
H 5.1742 1.4631 -2.2602
H 2.7598 -2.0327 -1.2623
H -0.2051 2.9928 6.3806
H 4.3543 -2.2868 -0.7650
H 1.5889 -2.0237 2.9272
H -1.8657 1.4627 5.3141
H -1.4395 2.4662 3.9033
H -2.5960 -2.9670 -1.8398
H 2.2221 2.1538 5.8855
H -6.0244 3.6675 0.2204
H 2.2031 -3.4836 2.3788
H -4.0351 4.5520 1.4367
H -3.1735 -1.3890 -3.5553
H -0.5701 -5.4885 0.9553
H 1.1724 1.1029 6.5746
H 1.9814 2.4344 -4.7346
H 0.5738 1.2962 -4.7729
H -2.9538 -2.6742 -4.7534
H 5.7331 0.3958 -0.9875
H 0.4146 3.4046 4.7156
H -0.1177 4.1409 -2.2504
H -0.7242 3.3028 -3.7555
H 5.0211 -1.0958 -2.7668
H 3.0539 1.5944 -1.0359
H -0.7866 -0.6881 -4.1578
*
```

As for the orbital gap: 0.2846 hartree. The calculation puts the energy at -3915.7165 Ha. Its LUMO energy is -2.28 eV.

---

Record 4
Density functional theory data (ωB97M-V with the def2-TZVPD basis set) for 3 unconnected molecules or ions with the total composition C23H48F5N4O13P3S in a non-equilibrium geometry.

```
! RIJCOSX wB97M-V def2-TZVPD def2/J DEFGRID3
* xyz 0 1
S 3.4776 -2.0997 4.9928
P -4.4997 2.9299 -2.7215
P 3.8233 0.3225 -5.0735
P -1.5287 -3.0374 5.4648
F 1.1164 -2.4356 7.0959
F 2.5174 0.7772 6.4685
F -0.4010 -0.7237 7.3053
F 2.9486 -1.0073 7.8939
F 1.3994 0.5278 8.4099
O -4.6793 1.5045 -3.6572
O -5.6077 3.6937 -3.6559
O 3.6896 1.6116 -6.1959
O -0.1761 -1.2067 -3.0029
O -4.4505 4.2828 -1.6651
O 0.6753 -3.0622 3.7641
O 5.4450 0.2769 -5.3060
O -3.0767 3.1902 -3.2220
O 3.1039 -0.6713 -5.9881
O 2.1263 -2.4107 1.9252
O -1.6165 -4.6980 5.0395
O -1.1313 -1.5689 3.2771
O 3.9673 -0.8349 -3.8133
N -0.3742 2.4124 0.2858
N 1.6668 3.2985 1.2912
N -1.9112 -2.9002 -0.1408
N 1.7142 1.5467 -0.5842
C 2.2084 2.4030 2.3704
C 0.6868 -1.0114 5.0595
C 1.6398 -2.2924 3.0529
C -3.2881 -2.3110 5.2059
C -3.4450 4.2375 -0.6543
C -4.1840 1.4980 -4.9851
C 0.8155 -1.1058 6.6519
C 1.2536 2.4060 3.6802
C 2.0353 -1.1913 4.1806
C -0.2810 -2.0949 4.3134
C -1.5890 -2.5385 2.3195
C 0.9402 2.4361 0.3514
C -1.4619 -3.1629 -3.7034
C 0.2418 1.1737 3.5319
C -0.8835 -2.4030 0.8597
C -5.3075 4.9791 -4.1790
C 6.0739 -0.9685 -5.5678
C 3.9093 1.3402 -7.5689
C -0.7768 -2.4157 -2.4440
C 1.9533 -0.1821 7.3067
C 2.7376 -1.3387 -3.2923
C -0.1027 0.4047 4.8962
C -1.9229 -2.0542 -1.3702
H -3.2786 -1.3051 4.6775
H -4.2347 5.1189 -4.3299
H 4.7601 0.6734 -7.7171
H -3.1078 1.3166 -4.9811
H -2.6986 -2.2963 2.1163
H -0.5609 -1.3355 0.6454
H 2.9134 -1.6776 -2.2696
H 0.7195 3.4229 3.7549
H -4.6695 0.6795 -5.5212
H -0.9884 -4.9400 4.3278
H -2.9245 -2.2682 -1.8988
H 4.1196 2.2878 -8.0698
H 6.4316 -1.4039 -4.6325
H -2.5101 4.6402 -1.0460
H -3.6545 -2.1004 6.2783
H 2.5192 -0.2594 3.7532
H 1.4417 1.7674 -1.5523
H -4.0098 -3.0746 4.7725
H -4.4066 2.4320 -5.5032
H 3.0104 0.9082 -8.0121
H -0.7557 1.6312 3.1754
H -0.3048 -0.4787 -2.3600
H -0.6680 -3.4355 -4.4795
H 1.4692 0.5790 -0.3415
H -0.5835 1.7210 -0.4541
H -1.9598 -4.1308 -3.3476
H 1.9527 2.3536 4.5750
H -3.7713 4.8566 0.1823
H 3.2364 2.8072 2.6664
H -3.2925 3.2158 -0.3026
H -0.0447 -3.1703 0.8388
H -1.5615 -3.8222 -0.4657
H 2.3930 1.3323 1.9936
H 0.0567 -3.0713 -2.0004
H -1.2418 0.2685 4.9843
H -1.9338 -0.9566 -1.0617
H -5.8068 5.0802 -5.1439
H 4.1324 -2.6357 3.8781
H -1.5690 -3.6242 2.6447
H -2.2518 -2.4985 -4.1864
H 0.5455 0.4712 2.6706
H 5.4018 -1.6688 -6.0688
H 6.9308 -0.7882 -6.2189
H 2.4032 -2.1867 -3.8912
H -5.6897 5.7489 -3.5057
H 0.1553 1.1396 5.7460
H 2.4432 3.7157 0.7606
H 1.9718 -0.5649 -3.2827
*
```

Its structure (SMILES) is [H]/N=C(\N)NCCCC[C@]1(C(F)(F)C(F)(F)F)[C@@H](S)C(=O)O[C@@]1(OCCNC[C@@H](C)O)P(C)O.COP(=O)(OC)OC.COP(=O)(OC)OC. As for the orbital gap: 0.2051 hartree. The calculation puts the energy at -4023.5343 Ha. Its LUMO energy is -2.64 eV.